Molecular formula: C47H108F3N4O7PS
Method: DFT, ωB97M-V with the def2-TZVPD basis set

ΔE to the lowest compared entry with this formula, charge and spin = 0.0 kcal per mole
Total charge = +5
Multiplicity = 2
E_LUMO (spin up / spin down) = -0.3540 / -0.6001 Ha
Frontier orbital gap (spin up / spin down) = 8.84 / 2.14 eV

XYZ file:
```
171
C47H108F3N4O7PS | OMol25 | ωB97M-V with the def2-TZVPD basis set
C -9.22898 -1.55531 -0.46067
O -9.35269 -0.23324 0.14131
C -8.44431 0.22222 1.17028
C -7.00607 0.44812 0.61989
N -7.17405 1.33352 -0.59370
H -6.39114 1.10272 -1.18858
H -7.91536 0.99757 -1.19179
C -7.36566 2.83833 -0.33744
C -7.52190 3.66136 -1.66033
O -8.74579 3.28613 -2.29736
C -9.02882 4.17092 -3.40369
H -8.36129 -1.51986 -1.11943
H -10.06453 -1.99552 -1.00489
H -8.92585 -2.22796 0.34167
H -8.30933 -0.48979 1.98449
H -8.76322 1.18775 1.56288
H -6.48169 -0.40624 0.19187
H -6.34036 0.84653 1.38553
H -6.53996 3.14623 0.30407
H -8.25967 2.87400 0.28512
H -6.65733 3.48379 -2.29993
H -7.57624 4.70392 -1.34692
H -9.67793 3.79430 -4.19420
H -8.18587 4.41894 -4.04868
H -9.34639 5.15056 -3.04653
C 5.82334 5.40368 -2.84102
O 5.90598 4.01324 -2.68973
C 6.38062 3.25945 -3.81048
C 6.07385 1.75067 -3.57902
N 4.51636 1.41643 -3.48834
H 3.98674 1.68618 -4.30494
H 4.46220 0.42982 -3.27912
C 3.87579 2.26011 -2.33635
C 2.48203 1.64931 -2.09231
O 1.84025 1.45985 -3.35051
C 0.64363 0.67702 -3.28972
H 5.23940 5.63655 -3.73147
H 6.79652 5.89259 -2.88556
H 5.31979 5.84166 -1.97922
H 7.41408 3.47875 -4.07873
H 5.86256 3.57880 -4.71477
H 6.65957 1.30119 -2.77715
H 6.51887 1.18917 -4.40046
H 3.73706 3.22936 -2.81533
H 4.50231 2.28238 -1.44469
H 1.96160 2.35276 -1.44238
H 2.56479 0.69027 -1.58094
H 0.24289 0.49646 -4.28717
H -0.07770 1.30520 -2.76707
H 0.71733 -0.31639 -2.84723
C 5.94587 -3.03659 5.52222
C 6.12992 -3.23254 4.04324
C 5.16224 -4.30322 3.39350
C 5.60875 -4.43679 1.91016
P 4.45666 -5.27059 0.82068
C 3.45800 -6.51693 1.67155
C 4.02121 -7.95736 1.76042
C 5.04972 -8.08498 2.91544
C 5.85261 -9.37985 2.87128
C 5.30568 -6.00785 -0.68534
C 6.63456 -6.66587 -0.48447
C 6.91160 -7.71453 -1.59518
C 6.07143 -8.93566 -1.80104
C 3.30541 -4.06968 0.19018
C 2.45962 -3.27480 1.16881
C 1.54299 -2.23529 0.56368
C 0.21724 -2.78385 0.09713
H 6.68303 -2.41047 6.02488
H 6.06076 -3.97438 6.06577
H 4.96299 -2.57041 5.59098
H 7.19604 -3.40086 3.89103
H 6.09284 -2.23732 3.60023
H 4.09106 -4.17958 3.55282
H 5.23673 -5.24951 3.92929
H 6.56350 -4.96238 1.92766
H 5.64948 -3.40128 1.57227
H 2.61341 -6.52455 0.98256
H 3.11763 -6.08412 2.61225
H 4.36328 -8.20646 0.75591
H 3.34016 -8.80506 1.83572
H 4.50060 -7.90358 3.83938
H 5.79317 -7.28798 2.92879
H 5.32551 -10.33015 2.95612
H 6.59734 -9.40546 3.66679
H 6.45350 -9.48230 1.96766
H 5.41834 -5.11490 -1.30021
H 4.54045 -6.63333 -1.14501
H 6.68189 -7.18305 0.47385
H 7.48389 -5.98315 -0.45937
H 7.86867 -8.17112 -1.34291
H 7.15116 -7.15698 -2.50063
H 5.06368 -8.69444 -2.13921
H 5.95903 -9.55357 -0.91016
H 6.63634 -9.59038 -2.46460
H 2.80881 -4.56260 -0.64559
H 3.96489 -3.41260 -0.37677
H 3.29418 -2.79981 1.68456
H 1.89148 -3.88531 1.87066
H 2.16916 -1.75760 -0.18986
H 1.34462 -1.53051 1.37117
H -0.21099 -2.09070 -0.62693
H -0.48588 -2.77090 0.92993
H 0.28234 -3.74262 -0.41729
C -0.11661 4.19898 -0.05915
C -0.47225 4.21279 -1.56230
C -1.95026 4.26257 -1.99246
N -2.08014 4.72167 -3.50759
C -3.58936 4.80652 -3.84378
C -4.24643 3.45683 -3.98808
C -3.47473 2.45245 -4.86583
C -2.02264 2.33522 -4.47216
C -1.42554 3.78318 -4.52736
C -1.42500 6.11548 -3.81377
H -0.31886 5.14281 0.44719
H 0.93355 3.92945 0.05315
H -0.79636 3.46608 0.37548
H 0.00470 3.29014 -1.89296
H 0.01630 5.06733 -2.03048
H -2.65294 4.95673 -1.53150
H -2.41627 3.28640 -1.85825
H -4.11716 5.41216 -3.10707
H -3.72221 5.26807 -4.82226
H -4.39763 3.10646 -2.96706
H -5.25660 3.56443 -4.38314
H -4.01017 1.50476 -4.80847
H -3.57457 2.89482 -5.85701
H -1.97155 1.80764 -3.51971
H -1.50379 1.74987 -5.23128
H -0.34334 3.76303 -4.39876
H -1.48381 4.20384 -5.53122
H -1.89970 6.60854 -4.66210
H -0.34524 5.99826 -3.90577
H -1.46250 6.73756 -2.91951
C -3.83898 5.11810 2.23859
C -3.26285 4.34835 3.49192
C -2.58830 3.05508 3.12076
N -2.10822 2.18760 4.28750
C -1.76164 0.80559 3.64500
C -0.96385 -0.09056 4.67383
C 0.20659 0.66687 5.26963
C -0.26851 1.99886 5.99099
C -0.89478 2.97362 4.90996
C -3.23668 2.02838 5.31025
H -3.96210 4.40527 1.42323
H -3.28302 6.00229 1.92681
H -4.80285 5.60721 2.37944
H -4.13021 4.11411 4.10911
H -2.72840 5.02130 4.16244
H -1.74937 3.20056 2.44021
H -3.39547 2.43483 2.73107
H -1.15541 0.97523 2.75517
H -2.68547 0.34822 3.29081
H -0.64592 -1.00087 4.16555
H -1.65034 -0.50683 5.41109
H 1.07568 0.79426 4.62422
H 0.49702 -0.05337 6.03448
H 0.67998 2.40542 6.34194
H -0.81405 1.89489 6.92891
H -0.16085 3.28934 4.16849
H -1.26286 3.82990 5.47512
H -4.18775 1.69408 4.89574
H -3.53536 2.97369 5.76332
H -2.99958 1.38990 6.16127
C -3.28196 -0.62764 -1.59318
F -4.02125 -1.69468 -1.14562
F -1.97453 -1.04709 -1.74943
F -3.72768 -0.26520 -2.81364
S -3.41578 0.86875 -0.29070
O -2.04099 1.35972 -0.28984
O -4.39451 1.83207 -0.86445
O -3.83008 0.31085 0.94973
```


Molecular formula: C39H57N3O5
Method: DFT, ωB97M-V with the def2-TZVPD basis set

SMILES = CCCCCCCCCCCC1=C(COc2cc(C)ccc2C(C)C)C(=O)C=C(c2ccncc2)C1=O.CN(C)C=O.CN(C)C=O
E_LUMO = -0.0565 Ha
Frontier orbital gap = 6.58 eV

XYZ file:
```
104
C39H57N3O5 | OMol25 | ωB97M-V with the def2-TZVPD basis set
C -3.60520 7.43363 0.57745
C -3.44158 7.45149 2.24072
C -2.97962 5.94260 2.78936
C -2.28766 6.01653 4.27396
C -1.74243 4.58560 4.85983
C -1.00007 3.62811 3.72852
C -2.06274 2.48714 3.19291
C -1.33529 1.29332 2.28289
C -1.27078 1.85197 0.74328
C -1.21361 0.63431 -0.40225
C -0.47230 1.28926 -1.70896
C -0.15422 0.24337 -2.92967
C 0.80593 -0.92407 -2.78907
C 1.62519 -1.25321 -1.39151
O 3.07466 -1.10589 -1.74025
C 3.87983 -0.83589 -0.53949
C 4.02996 -2.08395 0.54612
C 4.94896 -1.91067 1.90003
C 5.05353 -3.22219 2.89620
C 5.70778 -0.47259 2.12381
C 5.52400 0.79299 1.04993
C 4.60206 0.65216 -0.33055
C 4.44585 1.90313 -1.41781
C 5.18220 3.29417 -0.89682
C 5.21730 1.50805 -2.84335
C 1.08785 -1.89759 -4.11977
O 1.23345 -3.22881 -4.03441
C 1.22387 -1.05353 -5.55746
C 0.26199 0.11273 -5.69789
C 0.31878 1.06028 -7.03419
C 0.19824 2.68192 -6.95472
C 0.29471 3.55282 -8.29643
N 0.44582 3.16988 -9.72738
C 0.55649 1.68519 -9.74670
C 0.53842 0.58986 -8.57711
C -0.82126 0.39885 -4.45561
O -2.09259 0.74305 -4.68417
H -3.51121 6.29284 0.27861
H -4.66356 7.85348 0.27976
H -2.71251 8.01498 0.08430
H -2.57365 8.22228 2.48360
H -4.41296 7.84899 2.77445
H -2.27838 5.51223 1.95286
H -3.94229 5.27910 2.87823
H -1.47921 6.87535 4.24738
H -3.14427 6.37792 5.02278
H -2.68180 4.01298 5.32008
H -1.04924 4.83985 5.78438
H -0.60999 4.33970 2.87296
H -0.05280 3.16580 4.26499
H -2.65443 2.02624 4.12054
H -2.88650 3.08440 2.57050
H -1.95273 0.30231 2.36394
H -0.24675 1.16476 2.75388
H -0.28060 2.51364 0.66537
H -2.19966 2.52542 0.50920
H -2.32326 0.25337 -0.61423
H -0.65332 -0.26830 0.08864
H -1.21701 2.11145 -2.14135
H 0.53143 1.83650 -1.39900
H 1.42676 -0.49232 -0.52508
H 1.38613 -2.36934 -1.04260
H 3.45060 -3.09484 0.30287
H 3.93281 -3.60735 3.03864
H 5.58678 -4.07722 2.25621
H 5.58285 -3.01400 3.91919
H 6.40369 -0.29236 3.04775
H 6.07588 1.80637 1.29876
H 3.33296 2.15024 -1.68781
H 4.71639 3.73714 0.08404
H 6.32498 3.04240 -0.71645
H 5.13479 4.16976 -1.70311
H 6.12288 0.80951 -2.54061
H 5.70357 2.48801 -3.31473
H 4.49970 1.03983 -3.64236
H 2.02611 -1.32147 -6.38505
H 0.04185 3.20703 -5.91188
H 0.23462 4.73644 -8.13335
H 0.68358 1.24064 -10.85004
H 0.68060 -0.55312 -8.82665
C -0.44692 -2.94748 1.21541
O -0.39861 -1.73406 1.37095
N -1.47301 -3.76747 1.63421
C -1.45344 -5.19770 1.41053
C -2.60667 -3.18212 2.31945
H 0.36323 -3.49561 0.70633
H -2.32449 -5.47317 0.80922
H -1.49745 -5.70712 2.37732
H -0.54387 -5.50178 0.88544
H -3.07713 -2.44355 1.66334
H -2.25426 -2.67630 3.22350
H -3.33491 -3.95202 2.58863
C -2.28831 -8.36814 3.75459
O -1.20120 -8.26276 3.20141
N -3.47471 -8.69252 3.13180
C -4.72127 -8.79723 3.86058
C -3.47644 -8.93649 1.70428
H -2.40102 -8.20376 4.83913
H -5.11443 -9.81116 3.74420
H -5.43322 -8.07669 3.44817
H -4.57454 -8.58879 4.92385
H -2.79855 -9.76664 1.48382
H -3.11571 -8.04094 1.18928
H -4.48343 -9.18114 1.35547
```


Molecular formula: C3H5O3S2
Method: DFT, ωB97M-V with the def2-TZVPD basis set

SMILES = C=C[C@H](S)S(=O)(=O)[O-]
ΔE to the lowest compared entry with this formula, charge and spin = 26.7 kcal per mole
Total charge = -1
E_LUMO = 0.1232 Ha
Frontier orbital gap = 8.45 eV

XYZ file:
```
13
C3H5O3S2 | OMol25 | ωB97M-V with the def2-TZVPD basis set
C -1.49696 1.27216 -0.05282
C -0.42499 1.05655 0.68859
C 0.09295 -0.31393 0.69491
O 1.52579 0.04808 -1.47029
O 0.84856 -2.26106 -0.76560
O -0.75906 -0.74069 -1.85636
S 1.70784 -0.46999 1.62500
S 0.45119 -0.84925 -1.01747
H -1.86400 2.34426 -0.30545
H -1.97616 0.41737 -0.41138
H 0.21270 1.85623 1.05432
H -0.53542 -1.08571 1.11086
H 2.21755 -1.27401 0.70570
```


Q: What is the formula in the third record?
A: C3H5O3S2